[1]
Here is a cluster of 2 separate species, Br2HNS in total at a distorted geometry from the OMol25 dataset. Energies are from ωB97M-V/def2-TZVPD.

The geometry in XYZ format:
```
5
Properties=species:S:1:pos:R:3:forces:R:3:lowdin_charge:R:1
N -1.89801 1.56335 1.25341 -1.754 -0.951 0.722 -0.52
S -0.36250 1.59973 1.21754 0.366 -0.178 0.107 0.35
Br 0.36194 2.82544 -0.58244 -0.546 -0.412 0.473 0.11
Br -5.32156 -1.64236 -0.40207 0.013 0.012 0.007 0.00
H -2.48948 0.81755 1.78364 1.921 1.529 -1.310 0.06
```
Forces are in eV/Å.

Computed properties:
orbital gap (spin up / spin down)	9.2 / 4.7	eV
max |F|	2.78	eV/A
HOMO (spin up / spin down)	-10.182 / -8.532	eV
molecular weight	206.89	u
energy	-152423.50960	eV
total charge	0


[2]
Here is the molecule CH2N4O at a distorted geometry from the OMol25 dataset. Energies are from ωB97M-V/def2-TZVPD.

The geometry in XYZ format:
```
8
Properties=species:S:1:pos:R:3:forces:R:3:lowdin_charge:R:1
H 2.61310 0.74993 -0.26233 -2.834 -2.657 0.654 0.15
N 1.91896 -0.14060 -0.09759 6.210 2.853 -0.950 0.16
C 0.72550 0.00849 0.06412 0.268 1.219 0.918 -0.62
N -0.04708 -1.09248 0.18953 -1.573 -3.204 -1.324 0.10
N -1.21409 -0.77298 -0.13189 -0.004 -2.396 2.211 0.05
N -1.29361 0.50491 -0.17781 -0.376 2.951 -2.775 -0.02
O -0.08408 1.09620 0.11600 1.323 0.441 -0.305 0.06
H -1.84271 0.93762 0.47388 -3.014 0.793 1.572 0.12
```
Forces are in eV/Å.

Computed properties:
orbital gap	10.0	eV
max |F|	6.90	eV/A
HOMO	-9.890	eV
molecular weight	86.05	u
energy	-9072.81730	eV
total charge	0
SMILES	[H]/N=c1/nn[nH]o1


[3]
Here is a structure of composition C6H10GaO6 at a distorted geometry from the OMol25 dataset. Energies are from ωB97M-V/def2-TZVPD.

The geometry in XYZ format:
```
23
Properties=species:S:1:pos:R:3:forces:R:3:mulliken_spin:R:1
O 1.77304 -0.76038 -1.88060 -0.498 -1.473 0.537 0.00
C 0.67978 -1.23596 -1.97987 1.888 3.780 0.088 0.00
O -0.23079 -1.46070 -1.03148 0.777 -0.882 0.761 0.00
C 0.21212 -1.56357 0.35072 0.496 -0.296 1.027 0.00
C -0.91265 -1.20194 1.29580 -0.013 -0.230 0.085 0.00
C -1.57582 0.17607 1.13145 -0.126 0.032 0.165 0.00
C -0.75311 1.27705 0.49421 -1.585 -0.038 -0.723 0.00
O 0.48977 1.43061 1.19500 1.570 1.357 -1.163 0.10
C 1.42594 2.14573 0.59572 0.590 -3.359 6.315 -0.07
O 1.31203 2.72578 -0.45706 -0.336 1.560 -2.826 0.86
O 2.52378 2.11835 1.34106 -1.363 0.496 -1.740 0.11
H 1.07728 -0.90138 0.45501 -0.140 -0.230 -0.113 0.00
H 0.52619 -2.60240 0.50358 0.017 0.300 0.007 0.00
H -0.46029 -1.28183 2.29425 -0.126 -0.028 -0.205 0.00
H -1.69048 -1.97718 1.25125 0.184 0.192 0.116 0.00
H -1.93194 0.50904 2.11669 0.049 -0.053 -0.298 0.00
H -2.47494 0.08583 0.50430 0.151 0.123 0.128 0.00
H -1.29896 2.22879 0.53553 0.158 -0.218 0.046 0.00
H -0.53176 1.06390 -0.55871 0.061 0.007 0.109 0.00
H 3.19934 2.67572 0.93490 0.931 0.352 0.088 -0.01
Ga -1.84814 -1.75882 -2.24290 -3.163 -0.779 -0.681 0.00
O -0.04169 -1.10713 -3.10366 1.350 0.282 -2.064 0.00
H 0.53129 -0.58558 -3.74517 -0.870 -0.895 0.340 0.00
```
Forces are in eV/Å.

Computed properties:
⟨S²⟩	0.7554
orbital gap (spin up / spin down)	10.3 / 3.8	eV
max |F|	7.18	eV/A
HOMO (spin up / spin down)	-17.528 / -17.528	eV
molecular weight	247.86	u
energy	-71024.83202	eV
total charge	+2
multiplicity	2


[4]
Here is a cluster of 2 separate species, C2H4F3N2O in total at a distorted geometry from the OMol25 dataset. Energies are from ωB97M-V/def2-TZVPD.

The geometry in XYZ format:
```
12
Properties=species:S:1:pos:R:3:forces:R:3:lowdin_charge:R:1
C -0.00803 -0.13051 -0.27855 -0.007 0.438 1.708 0.08
C -1.12575 0.04917 -1.34136 -1.082 -1.393 0.132 -0.58
N 1.00377 -0.91812 -0.32890 -1.499 1.926 0.308 0.23
N -0.05051 0.87960 1.51551 -2.498 -3.141 -2.449 0.07
O 1.10420 0.50970 2.04648 2.273 3.161 0.233 -0.10
F -1.40905 1.30944 -1.45797 -0.500 0.664 0.624 0.22
F -0.88717 -0.38979 -2.57277 0.746 -0.545 0.459 0.18
F -2.19502 -0.71360 -0.85478 1.668 1.497 -0.393 0.13
H 1.22616 -1.32355 -1.28709 0.436 -0.097 1.938 0.21
H 1.47232 -0.85841 0.65777 0.401 -0.739 -2.180 0.18
H -0.76196 0.13958 1.87285 1.178 1.477 -0.497 0.15
H 1.63103 1.44650 2.02879 -1.117 -3.249 0.117 0.23
```
Forces are in eV/Å.

Computed properties:
orbital gap	10.5	eV
max |F|	4.70	eV/A
HOMO	-16.071	eV
molecular weight	129.06	u
energy	-15306.98295	eV
total charge	+1


[5]
Here is a cluster of 2 separate species, C5H8BCl2O2 in total at a distorted geometry from the OMol25 dataset. Energies are from ωB97M-V/def2-TZVPD.

The geometry in XYZ format:
```
18
Properties=species:S:1:pos:R:3:forces:R:3:lowdin_charge:R:1
B -0.15198 0.91114 -0.24616 0.071 0.159 -0.204 0.02
C -0.60210 2.31753 0.32978 2.124 -0.861 -0.590 -0.73
Cl 0.63790 3.50422 0.53266 0.273 -0.008 -0.022 0.66
C -1.83181 2.55066 0.62723 -1.500 1.360 0.748 -0.80
C -2.93900 1.61049 0.45566 -0.528 -0.253 0.067 -0.12
Cl -2.33515 4.10788 1.27700 -0.133 -0.030 0.027 0.60
H 0.33036 0.06382 0.41212 -0.021 0.044 0.164 0.03
H -0.35487 0.72741 -1.40534 0.020 -0.014 -0.009 0.05
H -2.63509 0.65278 0.05396 0.215 -0.201 -0.207 0.08
H -3.67738 2.06107 -0.18833 -0.385 0.008 -0.380 0.08
H -3.42142 1.42974 1.40332 -0.214 -0.141 0.420 0.08
C 2.83619 -3.35948 -0.50591 0.155 0.007 0.106 -0.07
C 1.87711 -2.14958 -0.40123 0.087 -0.033 0.059 -0.80
O 2.22404 -1.23233 0.38244 0.017 -0.059 -0.082 -0.11
O 0.84979 -2.21739 -1.11277 -0.040 0.039 0.006 -0.11
H 3.70657 -3.23333 0.13967 -0.021 0.034 0.006 0.05
H 2.31120 -4.27244 -0.21620 -0.038 -0.005 -0.088 0.05
H 3.17565 -3.47218 -1.53788 -0.080 -0.046 -0.022 0.05
```
Forces are in eV/Å.

Computed properties:
orbital gap	6.9	eV
max |F|	2.37	eV/A
HOMO	-4.131	eV
molecular weight	181.84	u
energy	-35131.18845	eV
total charge	-1


[6]
Here is the molecule C2H6S at a distorted geometry from the OMol25 dataset. Energies are from ωB97M-V/def2-TZVPD.

The geometry in XYZ format:
```
9
Properties=species:S:1:pos:R:3:forces:R:3:lowdin_charge:R:1
C -0.48718 1.27624 -0.37384 -0.367 -2.449 0.007 -0.31
S -0.88494 -0.28403 0.72710 -0.924 1.864 -1.170 0.70
C 0.45237 -1.31588 0.33643 4.145 1.699 -0.429 -0.55
H -1.46818 1.60401 -0.55498 -1.387 0.457 -0.626 -0.02
H 0.04687 1.18421 -1.36937 -0.331 -0.312 1.598 0.07
H -0.13211 1.94960 0.33996 1.404 1.167 0.578 -0.01
H 0.67008 -1.23566 -0.78903 -0.322 -0.870 1.728 0.06
H 1.42227 -0.90024 0.89034 -1.688 -0.682 -1.327 0.07
H 0.38081 -2.27826 0.79339 -0.531 -0.873 -0.360 0.01
```
Forces are in eV/Å.

Computed properties:
orbital gap	9.4	eV
max |F|	4.50	eV/A
HOMO	-8.363	eV
molecular weight	62.14	u
energy	-13005.46092	eV
total charge	0
SMILES	CSC


Quick rundown of energy above the lowest of the compared OMol25 structures with the same formula, charge and spin, same order as above: 166.3 335.8 5.6 321.7 95.6 90.0 kJ/mol